## i
8
Properties=species:S:1:pos:R:3 method="wB97M-V/def2-TZVPD" homo_energy_ev=-9.860 smiles="C1=NC1.Cl" gap_ev=10.64
C -1.30 -0.76 -0.62
N -0.29 -1.08 -1.27
C -0.30 0.31 -0.92
H -2.10 -1.01 0.01
H -0.62 1.08 -1.74
H 0.29 0.56 -0.16
Cl 2.27 -0.04 2.76
H 2.04 0.95 1.94


## ii
8
Properties=species:S:1:pos:R:3 method="wB97M-V/def2-TZVPD" homo_energy_ev=-10.029 smiles="C=NCCl" gap_ev=11.02
C 1.09 0.88 -0.04
N 1.04 -0.36 -0.33
C -0.68 -0.86 -0.05
Cl -1.95 0.37 -0.12
H 1.93 1.47 -0.20
H 0.23 1.30 0.55
H -0.78 -1.15 0.92
H -0.88 -1.66 -0.72


## iii
8
Properties=species:S:1:pos:R:3 method="wB97M-V/def2-TZVPD" homo_energy_ev=-10.082 gap_ev=10.42
C -1.49 0.00 -0.54
C -1.20 1.16 -0.05
N 1.62 -0.42 0.06
Cl -2.42 -1.18 -1.28
H -0.72 2.11 0.05
H 0.73 -0.94 -0.08
H 2.32 -1.12 1.16
H 1.16 0.39 0.67


Of them, ii has the highest stability.


## i
12
Properties=species:S:1:pos:R:3 method="wB97M-V/def2-TZVPD" homo_energy_ev=-8.251 smiles="C1=NSCSCO1" gap_ev=8.96
C 0.46 0.54 -1.70
N -0.48 1.18 -1.15
S -1.35 1.38 0.15
C -1.19 0.13 1.35
S -0.63 -1.53 0.55
C 1.03 -0.85 -0.07
O 1.13 -0.48 -1.38
H 0.67 1.05 -2.76
H -2.09 -0.17 1.94
H -0.45 0.25 2.16
H 0.95 0.14 0.77
H 1.94 -1.63 0.13


## ii
12
Properties=species:S:1:pos:R:3 method="wB97M-V/def2-TZVPD" homo_energy_ev=-9.045 smiles=N#CCCSSO gap_ev=9.29
N 0.53 2.55 0.49
C 0.50 1.42 0.26
C 0.68 0.04 -0.06
C -0.32 -0.62 -0.91
S -1.59 -1.19 0.16
S -2.78 0.34 0.45
O -3.50 0.50 -1.08
H 1.66 0.15 -0.58
H 0.92 -0.51 0.88
H -0.83 0.05 -1.65
H 0.17 -1.45 -1.48
H -2.82 0.80 -1.70


Of them, ii has the highest stability.


## i
90
Properties=species:S:1:pos:R:3 method="wB97M-V/def2-TZVPD" charge=+2 homo_energy_ev="-12.208 / -12.929" s2=6.05 gap_ev="6.87 / 4.73" spin_multiplicity=5
Os -0.33 0.68 -2.11
C -1.88 1.01 -3.27
C -1.53 -0.41 -3.25
C -0.77 -1.02 -4.41
C 0.59 -0.34 -4.63
C 1.08 0.45 -3.44
C 0.74 1.86 -3.27
C -0.12 2.56 -4.27
C -1.51 1.89 -4.45
C 1.88 0.31 2.28
H -2.81 1.28 -2.77
H -2.24 -1.07 -2.75
H -1.38 -1.01 -5.33
H -0.61 -2.08 -4.18
H 1.33 -1.13 -4.84
H 0.57 0.30 -5.52
H 2.06 0.16 -3.07
H 1.51 2.47 -2.79
H 0.39 2.65 -5.24
H -0.29 3.59 -3.92
H -2.26 2.69 -4.51
H -1.56 1.32 -5.38
H 0.83 0.63 2.17
H 2.47 1.11 2.76
H 1.90 -0.58 2.92
P -1.42 -1.20 0.85
P 2.55 -0.07 0.69
C -0.07 -1.01 -0.57
C 1.34 -0.73 -0.49
C -2.61 -2.57 0.82
C -2.39 -3.64 -0.06
C -3.13 -4.82 0.07
C -4.08 -4.95 1.09
C -4.38 -3.85 1.92
C -3.67 -2.66 1.76
C -2.52 0.14 0.30
C -1.93 1.39 0.03
C -2.72 2.54 0.02
C -4.11 2.43 0.04
C -4.71 1.17 0.08
C -3.92 0.02 0.17
C 4.02 -1.10 0.96
C 3.84 -2.45 1.32
C 4.93 -3.21 1.73
C 6.22 -2.66 1.77
C 6.41 -1.33 1.36
C 5.32 -0.55 0.97
C 3.11 1.49 -0.08
C 2.56 2.71 0.34
C 2.97 3.90 -0.26
C 3.92 3.88 -1.29
C 4.40 2.66 -1.76
C 4.00 1.46 -1.17
H -0.30 -1.82 -1.29
H 1.91 -1.23 -1.31
H -1.63 -3.53 -0.84
H -2.95 -5.65 -0.62
H -4.60 -5.90 1.24
H -5.16 -3.94 2.68
H -3.95 -1.79 2.37
H -0.82 1.49 -0.10
H -2.24 3.52 0.00
H -4.73 3.32 0.02
H -5.79 1.07 0.07
H -4.40 -0.96 0.13
H 2.84 -2.89 1.27
H 4.78 -4.25 2.03
H 7.07 -3.26 2.09
H 7.41 -0.90 1.35
H 5.47 0.49 0.69
H 1.82 2.73 1.15
H 2.56 4.85 0.10
H 4.26 4.82 -1.73
H 5.12 2.64 -2.59
H 4.41 0.52 -1.53
C -1.62 2.92 3.26
C -1.72 1.51 3.67
C -2.55 0.99 4.70
C -2.26 -0.39 4.77
C -1.27 -0.64 3.78
C -0.62 -1.95 3.54
N -1.00 0.51 3.11
H -2.58 3.29 2.89
H -0.87 3.03 2.46
H -1.32 3.55 4.11
H -3.24 1.57 5.30
H -2.67 -1.17 5.42
H 0.13 -2.14 4.31
H -1.37 -2.75 3.58
H -0.11 -1.98 2.56


## ii
90
Properties=species:S:1:pos:R:3 method="wB97M-V/def2-TZVPD" charge=+2 homo_energy_ev="-12.051 / -13.774" s2=6.05 gap_ev="6.17 / 6.60" spin_multiplicity=5
Os -0.24 0.33 -1.70
C -1.90 0.90 -2.89
C -1.62 -0.49 -2.85
C -0.70 -1.14 -3.82
C 0.71 -0.43 -4.07
C 1.19 0.46 -3.00
C 0.63 1.80 -2.70
C -0.24 2.61 -3.59
C -1.53 1.87 -3.95
C 1.94 0.37 2.06
H -2.89 1.17 -2.51
H -2.36 -1.12 -2.30
H -1.37 -1.18 -4.68
H -0.62 -2.18 -3.45
H 1.39 -1.31 -4.13
H 0.68 0.05 -5.08
H 2.23 0.32 -2.63
H 1.38 2.41 -2.11
H 0.24 3.03 -4.50
H -0.54 3.53 -3.07
H -2.30 2.63 -4.06
H -1.47 1.43 -4.95
H 1.03 0.95 2.04
H 2.71 1.00 2.54
H 1.69 -0.47 2.72
P -1.68 -1.22 -0.31
P 2.41 -0.13 0.42
C 0.17 -1.67 -0.93
C 1.47 -1.38 -0.45
C -2.42 -2.66 0.31
C -2.27 -3.92 -0.35
C -3.15 -4.94 0.04
C -4.03 -4.70 1.12
C -4.08 -3.48 1.85
C -3.24 -2.46 1.45
C -2.66 0.24 -0.09
C -2.08 1.52 -0.24
C -2.80 2.63 0.09
C -4.18 2.53 0.24
C -4.82 1.29 0.11
C -4.06 0.12 0.00
C 3.85 -1.10 0.78
C 3.62 -2.40 1.28
C 4.69 -3.12 1.79
C 5.97 -2.54 1.77
C 6.18 -1.23 1.30
C 5.09 -0.49 0.84
C 2.99 1.45 -0.40
C 2.51 2.67 0.14
C 2.98 3.91 -0.29
C 3.94 3.98 -1.30
C 4.46 2.81 -1.85
C 3.99 1.57 -1.41
H 0.11 -2.60 -1.53
H 2.20 -1.96 -1.03
H -1.51 -4.03 -1.13
H -3.13 -5.90 -0.51
H -4.70 -5.50 1.43
H -4.77 -3.30 2.70
H -3.17 -1.48 1.96
H -0.94 1.70 -0.58
H -2.25 3.57 0.16
H -4.74 3.47 0.29
H -5.89 1.24 0.01
H -4.54 -0.85 -0.14
H 2.61 -2.81 1.27
H 4.53 -4.14 2.17
H 6.81 -3.12 2.13
H 7.18 -0.78 1.29
H 5.21 0.55 0.52
H 1.78 2.69 0.96
H 2.61 4.82 0.18
H 4.29 4.95 -1.65
H 5.27 2.86 -2.60
H 4.41 0.66 -1.88
C -1.60 2.89 2.96
C -1.66 1.50 3.41
C -2.46 0.95 4.48
C -2.14 -0.41 4.55
C -1.20 -0.65 3.48
C -0.61 -1.94 3.12
N -0.94 0.50 2.83
H -2.58 3.24 2.61
H -0.89 2.98 2.13
H -1.27 3.54 3.80
H -3.13 1.55 5.08
H -2.46 -1.17 5.24
H 0.17 -2.22 3.86
H -1.37 -2.74 3.11
H -0.14 -1.88 2.12


Of them, i has the highest stability.